DFT (ωB97M-V with the def2-TZVPD basis set) results for a structure of composition C55H41Cl3CsIN4O3P2STe.

XYZ file:
```
112
Properties=species:S:1:pos:R:3:forces:R:3:lowdin_charge:R:1
Cs 0.146361 1.012071 1.154436 -0.02 0.05 0.19 0.7496
Cl -0.019202 6.151771 -2.861677 0.06 0.55 -0.14 0.4850
C 0.033433 4.784494 -1.747963 0.88 -0.26 -0.09 -1.0320
Cl -0.527897 5.175184 -0.128460 -0.17 0.02 0.00 0.5248
H 1.070921 4.430484 -1.675793 -0.45 0.18 0.10 0.0069
H -0.598322 4.056799 -2.212952 -0.37 -0.53 0.18 0.0150
Cl -3.969016 3.218888 7.921201 -0.26 0.02 0.25 0.6084
C -3.423263 2.295616 6.545700 0.33 -0.36 -0.36 -0.6499
C -4.241571 1.361937 5.941966 1.16 0.05 -0.32 -0.2024
C -3.836671 0.622340 4.801373 -0.33 0.53 0.74 -0.6770
I -5.258611 -0.575312 3.878738 -0.11 -0.26 -0.14 0.8420
C -2.596673 0.769567 4.155118 0.75 1.78 1.39 -0.5151
O -2.228995 0.255898 3.103354 0.33 -0.60 -0.95 -0.1624
C -1.679979 1.759397 4.901229 -0.40 0.32 0.69 -0.1052
N -0.445242 1.931701 4.401728 -0.14 -0.63 -0.17 0.0820
C 0.423216 2.736435 4.972712 0.75 0.23 -0.39 -0.1635
C 0.119622 3.572037 6.047972 -1.13 -0.15 0.10 -0.0658
C -1.155023 3.462872 6.567240 -0.37 -0.56 -0.18 -0.0526
C -2.091230 2.521357 6.077380 0.16 -0.85 -1.67 -0.1790
H -5.202375 1.137009 6.356415 -0.44 0.17 0.17 0.0676
H 1.431121 2.746951 4.532204 -0.40 0.01 0.07 0.0964
H 0.783101 4.337197 6.425095 0.25 -0.18 -0.03 0.0935
H -1.500278 4.078276 7.366093 0.03 0.48 0.53 0.0649
O 4.650596 2.835894 -0.465275 -0.87 0.26 0.96 -0.3580
S 3.618200 3.183424 0.531095 0.27 0.51 -1.24 0.5838
O 2.386474 3.754228 -0.046614 1.05 -0.57 0.82 -0.4044
N 3.218924 2.046622 1.535437 -0.09 -0.04 -0.04 -0.1870
C 4.162805 1.411147 2.318789 0.99 0.75 -0.90 -0.2801
C 5.544256 1.665146 2.275296 0.20 -0.82 1.91 -0.0143
C 6.440433 1.077408 3.240691 -1.64 -0.43 -0.97 -0.0672
C 5.963368 0.149350 4.147254 1.38 0.83 0.12 -0.0916
C 4.607718 -0.169694 4.174989 -1.10 -0.63 -0.72 -0.1725
C 4.075115 -1.224998 4.966951 1.26 -0.29 0.60 -0.0307
C 2.779803 -1.592881 4.836435 -0.20 -0.12 -0.47 -0.0717
C 1.962409 -0.864760 3.964480 -1.22 1.03 -0.17 -0.1523
N 2.377192 0.145991 3.246834 0.18 -0.54 -0.34 0.0587
C 3.706075 0.419589 3.232519 0.10 0.24 0.99 -0.1686
C 4.430843 4.464047 1.566833 0.70 -0.20 -0.36 -0.2404
C 3.955361 4.640400 2.869853 1.79 0.39 -1.26 -0.0602
C 4.729270 5.382626 3.734603 -0.35 0.47 1.02 -0.0886
C 5.878508 6.018715 3.310044 0.95 -0.44 -0.73 -0.1096
C 6.413407 5.804756 2.039175 -1.57 -0.18 -1.22 -0.0848
C 5.670806 5.020624 1.135263 -1.11 -0.50 0.45 -0.0603
H 5.944509 2.393061 1.613395 0.18 0.23 -0.56 0.0706
H 7.497881 1.270990 3.154447 0.13 0.19 0.14 0.0885
H 6.657870 -0.297232 4.862524 -0.27 -0.06 -0.15 0.0985
H 4.772727 -1.774751 5.644228 -0.66 0.49 -0.56 0.1216
H 2.339693 -2.457651 5.274001 -0.03 -0.47 0.69 0.0913
H 0.869028 -1.019659 3.908965 0.61 -0.29 0.14 0.1122
H 3.114744 4.116771 3.199832 -1.29 -0.66 0.38 0.0841
H 4.431540 5.466236 4.789418 0.07 0.08 -0.51 0.1082
H 6.477218 6.608629 3.959950 0.16 0.45 0.78 0.0816
H 7.272373 6.333705 1.639910 0.19 -0.13 0.46 0.0931
H 5.984978 4.754655 0.111271 -0.01 0.32 0.71 0.1105
Te -3.111769 -3.381513 -2.426738 -0.36 -0.19 0.30 1.2321
C -2.840592 -4.211882 -4.362796 -0.02 -0.27 -0.53 -0.5366
C -3.795442 -5.065998 -4.927427 -0.34 -0.14 0.56 -0.1571
C -3.648982 -5.562006 -6.221137 1.42 0.71 0.56 -0.1701
N -2.584136 -5.245329 -6.988396 -0.77 -0.43 0.40 0.0340
C -1.665962 -4.448624 -6.421468 -0.98 -0.91 -1.35 -0.1707
C -1.742359 -3.948649 -5.172361 -0.51 0.90 1.51 -0.1371
C -1.896049 -1.696180 -2.163835 0.19 -0.58 -0.50 -1.0667
P -2.356282 -0.176514 -2.922831 -1.01 1.05 0.71 0.8760
C -4.248690 -0.017018 -2.742856 2.18 0.28 1.37 -0.3816
C -4.721154 0.501232 -1.504822 0.30 -0.83 -0.89 -0.0914
C -6.064928 0.643977 -1.261026 0.18 -0.06 -0.79 -0.0956
C -6.945209 0.322789 -2.276561 -0.63 -0.43 -0.78 -0.1133
C -6.492331 -0.217147 -3.472551 0.20 0.56 0.64 -0.0985
C -5.126406 -0.392164 -3.704954 -1.03 -0.75 -1.70 -0.1491
C -2.056084 -0.115637 -4.755723 0.75 -0.36 -0.02 -0.3502
C -2.756446 0.473346 -5.830468 0.88 0.17 0.60 -0.1075
C -2.092087 0.699035 -7.031706 0.28 -0.71 -0.73 -0.0961
C -0.758928 0.236154 -7.267281 -2.02 1.25 -0.77 -0.1108
C -0.120961 -0.374943 -6.239365 1.51 -0.16 0.73 -0.1259
C -0.720350 -0.480619 -5.004031 -0.43 -0.29 0.55 -0.1487
P -0.297872 -1.788712 -1.365044 -0.19 0.24 0.29 0.8480
C -0.524648 -2.620328 0.291637 -1.00 0.48 -0.37 -0.4146
C -1.708211 -2.439622 1.001316 -0.57 0.50 -0.48 -0.1315
C -1.832839 -2.886011 2.294410 -1.79 0.23 1.88 -0.0973
C -0.831835 -3.576478 2.949964 0.35 0.38 -1.44 -0.0936
C 0.342014 -3.755406 2.240743 0.38 0.12 0.68 -0.1090
C 0.497214 -3.250624 0.973123 0.53 -0.23 -1.07 -0.1196
C 0.659234 -3.092573 -2.250370 0.13 1.06 -0.14 -0.4037
C 0.266779 -4.406666 -2.190400 0.39 0.14 -0.98 -0.1374
C 0.724749 -5.290165 -3.155366 0.46 0.25 -0.51 -0.0979
C 1.646761 -4.915837 -4.121995 0.54 1.53 0.02 -0.0917
C 2.132903 -3.574481 -4.109908 -0.39 -0.99 0.71 -0.0891
C 1.633680 -2.671148 -3.176441 -0.17 -0.47 0.36 -0.1197
H -4.654096 -5.357364 -4.318048 0.03 0.05 -0.30 0.0816
H -4.367032 -6.261118 -6.605111 -0.28 -0.13 -0.37 0.0825
H -0.875126 -4.191155 -7.073624 0.97 0.29 -0.47 0.0895
H -1.032490 -3.244457 -4.809478 0.82 0.33 0.13 0.0729
H -4.029663 0.671244 -0.708781 0.53 0.31 0.29 0.0910
H -6.423339 1.017360 -0.338797 -0.22 0.30 0.88 0.0893
H -8.024431 0.436502 -2.194570 0.16 0.11 0.34 0.0927
H -7.244547 -0.435453 -4.193510 -0.24 -0.38 -0.70 0.0821
H -4.792796 -0.863381 -4.665002 -0.24 0.51 1.04 0.1122
H -3.739919 0.900099 -5.680328 -0.09 -0.21 -0.08 0.0877
H -2.701687 1.143023 -7.826316 0.55 0.06 0.10 0.0902
H -0.232503 0.457011 -8.196563 -0.34 -0.17 0.10 0.0915
H 0.937894 -0.656552 -6.325222 -0.47 0.00 -0.06 0.1076
H -0.103415 -0.816292 -4.167864 -0.28 -0.12 -0.19 0.0636
H -2.559921 -1.907018 0.564271 0.39 -0.12 0.00 0.0989
H -2.748907 -2.625043 2.893220 0.84 -0.31 -0.92 0.0930
H -0.917515 -3.936289 3.941149 -0.23 -0.18 0.86 0.0869
H 1.185008 -4.177294 2.750916 0.41 -0.44 0.03 0.0916
H 1.403890 -3.387175 0.404152 0.48 -0.12 0.26 0.1015
H -0.473727 -4.648901 -1.475430 -0.58 -0.64 0.54 0.0597
H 0.312125 -6.254331 -3.245659 -0.43 -1.20 0.25 0.0868
H 2.015780 -5.607980 -4.888352 -0.28 0.20 0.40 0.0965
H 2.939886 -3.287980 -4.754074 0.18 0.15 -0.44 0.0828
H 1.996198 -1.647075 -3.066023 -0.05 -0.21 -0.42 0.0985
```
Forces are in eV/Å.

As for the energy relative to the best compared isomer or geometry (same formula, charge and spin): 37.6 kJ/mol. The total charge is -2. The value obtained for the gap between HOMO and LUMO is 6.2 eV. The calculation puts the total energy at -152727.195 eV. The strongest force on any atom comes out at 2.61 eV/A. The calculation puts the molar mass at 1393.74 g mol⁻¹. The value obtained for the HOMO energy is -2.789 eV.



DFT (ωB97M-V with the def2-TZVPD basis set) results for a structure of composition C55H42ClKNO3P2S.

XYZ file:
```
106
Properties=species:S:1:pos:R:3:forces:R:3:lowdin_charge:R:1
K -0.902933 0.435905 -0.723955 1.88 0.35 0.11 0.6895
O -1.667210 -0.261809 3.933410 -0.27 -0.10 0.34 -0.4900
S -1.446909 -0.533934 2.490315 0.34 0.48 0.24 0.9864
C -0.718892 1.038027 1.856394 -0.15 -0.08 0.50 -0.2959
C -1.715053 1.870152 1.560157 -0.29 0.07 0.32 -0.0985
C -1.540776 3.320081 1.259736 0.01 0.09 0.06 -0.1019
C 0.216670 3.840085 0.066982 -0.06 0.03 0.01 -0.1129
C 1.031922 2.662418 -0.351981 0.14 0.09 0.12 -0.0637
C 1.257819 1.611167 0.435106 0.61 0.30 0.11 -0.3417
P 2.273566 0.157689 -0.036122 0.29 0.38 -0.06 1.1378
C 3.837692 0.461043 0.863209 0.18 -0.17 -0.01 -0.3844
C 4.565901 -0.662477 1.255755 -0.11 0.06 -0.13 -0.1054
C 5.808622 -0.526980 1.852755 0.12 0.02 0.06 -0.0964
C 6.342229 0.736901 2.065095 -0.03 -0.07 -0.02 -0.1012
C 5.615068 1.860321 1.691224 0.06 0.06 0.02 -0.0832
C 4.373357 1.727211 1.093378 -0.10 -0.04 0.01 -0.0872
C 2.795865 0.599943 -1.746822 0.02 -0.25 -0.07 -0.3450
C 4.084578 0.979300 -2.121050 -0.05 0.05 0.06 -0.0718
C 4.409199 1.172764 -3.457485 0.02 0.00 -0.05 -0.0908
C 3.457873 0.982177 -4.447165 0.02 0.01 -0.01 -0.1013
C 2.176556 0.587119 -4.090453 -0.14 0.00 -0.05 -0.0780
C 1.855929 0.390829 -2.757750 0.08 0.03 0.04 -0.1120
C -0.177075 -1.834932 2.496026 -0.05 -0.24 -0.31 -0.3721
C 0.444950 -2.106678 3.706900 -0.05 0.17 0.17 -0.0860
C 1.282793 -3.197742 3.823648 -0.01 -0.07 -0.05 -0.0696
C 1.460170 -4.051824 2.739091 0.01 0.00 0.00 -0.0794
C 0.789493 -3.813852 1.552637 -0.01 0.02 0.03 -0.0941
C -0.038416 -2.698750 1.407843 0.14 0.07 0.04 -0.3413
P -1.026242 -2.332283 -0.109063 0.28 -1.35 0.57 1.0906
C -2.365840 -3.546616 0.234065 -0.16 0.10 -0.15 -0.3260
C -2.239223 -4.925606 0.072659 -0.02 0.03 0.06 -0.0926
C -3.285764 -5.768793 0.411165 0.04 -0.06 -0.01 -0.0912
C -4.466865 -5.248400 0.923292 -0.02 0.02 0.02 -0.0995
C -4.601355 -3.878123 1.085435 -0.06 -0.08 0.03 -0.0791
C -3.559810 -3.030202 0.735849 0.02 0.05 -0.08 -0.0846
C -0.080771 -3.173618 -1.432331 0.02 -0.01 -0.06 -0.3666
C -0.775478 -3.722910 -2.511933 0.03 0.02 0.05 -0.1116
C -0.097459 -4.243704 -3.601442 -0.03 -0.03 -0.03 -0.0868
C 1.289599 -4.210071 -3.641925 0.07 0.01 -0.02 -0.0985
C 1.990268 -3.630703 -2.595129 0.01 -0.02 -0.04 -0.0808
C 1.310374 -3.110039 -1.503506 -0.05 0.00 0.04 -0.1125
H -2.744241 1.522458 1.624275 0.03 -0.07 -0.10 0.1137
H -2.361009 3.875353 1.720212 -0.02 -0.05 0.00 0.1543
H 0.663340 4.755533 -0.328607 0.02 -0.01 0.01 0.1496
H 1.478092 2.723938 -1.341253 0.01 -0.07 0.00 0.1117
H 4.138320 -1.647855 1.099987 0.03 0.00 0.01 0.0962
H 6.363487 -1.407010 2.156095 -0.02 0.00 -0.01 0.0952
H 7.317265 0.846164 2.523696 -0.02 0.01 0.03 0.0927
H 6.023174 2.847471 1.872448 -0.04 0.00 0.00 0.0999
H 3.798554 2.606163 0.824809 0.00 0.00 0.01 0.1163
H 4.848768 1.121482 -1.370666 0.01 0.01 0.05 0.0938
H 5.416380 1.469124 -3.725532 0.00 0.00 0.02 0.0977
H 3.716095 1.128873 -5.488789 -0.01 0.00 0.00 0.0951
H 1.424687 0.412759 -4.850961 0.00 0.00 0.01 0.1040
H 0.863725 0.048424 -2.499397 0.00 -0.12 -0.20 0.0554
H 0.269656 -1.431400 4.534958 -0.02 -0.01 -0.03 0.1123
H 1.785720 -3.396785 4.761534 0.01 0.03 0.00 0.1020
H 2.109591 -4.914876 2.826918 -0.02 -0.01 0.00 0.0983
H 0.896017 -4.508467 0.729791 0.04 0.01 -0.03 0.0981
H -1.322127 -5.344510 -0.321941 0.02 0.00 -0.01 0.1018
H -3.179201 -6.838883 0.277577 0.01 0.01 0.01 0.0972
H -5.278759 -5.912478 1.193708 0.00 0.01 -0.01 0.0956
H -5.522349 -3.467723 1.480969 0.01 0.02 -0.01 0.1013
H -3.663883 -1.955932 0.830375 0.00 0.00 0.02 0.0789
H -1.859155 -3.729542 -2.495189 -0.01 -0.06 -0.02 0.1105
H -0.651724 -4.672682 -4.427750 -0.02 0.00 0.02 0.0988
H 1.821481 -4.621599 -4.491036 -0.01 0.01 0.00 0.0949
H 3.071873 -3.579652 -2.627250 0.00 0.03 0.00 0.1026
H 1.865005 -2.633360 -0.706172 0.01 -0.04 0.03 0.0642
N -1.680620 2.732764 -1.225946 -0.41 0.89 -0.20 0.0317
C -1.314696 3.729877 -0.230095 0.07 0.07 -0.02 -0.3866
C -1.913297 5.086037 -0.493505 0.01 0.13 0.07 -0.0235
C -1.715829 6.177419 0.252239 -0.08 -0.07 -0.15 -0.0977
C -0.899314 6.279119 1.459974 0.11 0.03 0.20 -0.0925
C -0.211763 5.302664 2.063852 -0.01 0.06 0.02 0.0045
C -0.112626 3.880820 1.605231 0.04 -0.11 -0.08 -0.2608
C 0.715710 2.966992 2.441511 0.05 0.13 0.01 -0.1041
C 1.403485 3.302088 3.571651 0.04 -0.17 -0.03 -0.0821
C 2.185695 2.397155 4.309609 0.22 0.16 0.33 -0.1629
C 2.272064 1.081418 3.846759 -0.11 0.06 -0.23 -0.1381
C 1.643139 0.661978 2.710903 -0.26 0.05 0.34 -0.1438
C 0.739635 1.544258 1.893075 0.18 -0.09 0.04 -0.3429
H -1.561494 3.110046 -2.161050 -0.06 0.03 0.00 0.1013
H -2.659414 2.476125 -1.122370 -0.06 0.07 -0.07 0.0897
H -2.564455 5.156769 -1.360537 0.00 0.01 0.00 0.1042
H -2.214650 7.093438 -0.046748 -0.01 -0.03 -0.05 0.0927
H -0.867019 7.266246 1.909228 0.01 -0.02 0.03 0.0914
H 0.331309 5.558468 2.964481 -0.03 0.05 -0.04 0.0944
H 1.363571 4.322060 3.941133 -0.04 -0.01 -0.05 0.0847
H 2.690590 2.710969 5.213653 -0.01 0.01 -0.03 0.0576
H 2.883627 0.369673 4.396393 -0.01 -0.05 -0.04 0.1008
H 1.703293 -0.370267 2.407430 0.13 -0.04 0.02 0.0566
Cl -7.211324 0.539479 -4.592582 -0.06 -0.01 -0.04 0.6010
C -5.961746 0.290098 -3.395120 -0.01 0.00 -0.13 -0.6885
C -6.275181 0.454057 -2.033497 0.19 -0.06 0.05 -0.1117
C -5.306961 0.282340 -1.086176 -0.19 0.05 0.07 -0.0062
C -3.944457 -0.040206 -1.416350 -0.04 -0.03 -0.10 -0.3903
O -3.062689 -0.138533 -0.523562 -1.86 -0.17 0.00 -0.2362
C -3.674271 -0.226965 -2.825338 -0.23 0.09 0.35 -0.1288
C -2.373538 -0.587491 -3.302160 0.30 -0.11 -0.35 -0.2113
O -1.334852 -0.699762 -2.656585 -0.59 -0.59 -1.55 -0.1660
C -4.699840 -0.056756 -3.777371 0.02 -0.03 0.01 -0.0861
H -7.287233 0.711277 -1.748342 -0.01 0.01 -0.01 0.0998
H -5.537401 0.397732 -0.033411 0.01 0.01 -0.01 0.1124
H -2.330315 -0.781099 -4.395239 -0.04 0.03 0.00 0.1273
H -4.470328 -0.198363 -4.827966 0.00 0.01 0.00 0.1075
```
Forces are in eV/Å.

As for the energy relative to the best compared isomer or geometry (same formula, charge and spin): 387.3 kJ/mol. The total charge is -1. The value obtained for the gap between HOMO and LUMO is 4.4 eV. The calculation puts the total energy at -123607.398 eV. The strongest force on any atom comes out at 1.91 eV/A. The calculation puts the molar mass at 933.51 g mol⁻¹. The value obtained for the HOMO energy is -2.416 eV.